A 4-piece molecular cluster, C5H16O3 overall in a non-equilibrium geometry. Source: OMol25; level of theory: ωB97M-V/def2-TZVPD.

The calculation puts the highest occupied orbital energy (spin up / spin down) at -13.562 / -13.562 eV. The value obtained for the relative energy (zero: lowest compared OMol25 entry of this formula, charge and spin) is 154.21 kJ/mol. The spin multiplicity is 2. As for the charge: +1.

```
24
Properties=species:S:1:pos:R:3:forces:R:3
C 1.14441 -2.16828 0.57252 -2.8627 -0.0959 1.1780
C 0.74217 -1.10763 -0.38482 -0.5561 -3.4190 -4.6557
C 0.62992 0.23101 -0.23121 -2.3512 2.8479 -0.3693
C -0.14504 1.24989 -1.02590 1.3939 -1.0305 -0.8907
C 0.31957 -1.49037 -1.88505 1.5882 -2.2025 2.5266
H 2.17169 -2.26088 0.77357 1.6920 0.2613 0.0304
H 0.76067 -3.20484 0.42938 0.3068 0.8470 -0.9505
H 0.66642 -1.93763 1.54814 0.5086 0.3023 -0.1752
H 0.94944 0.66855 0.63683 1.3661 0.9158 2.3062
H -1.17812 1.37350 -0.87473 -1.9163 -0.6369 1.2245
H 0.14704 2.24324 -0.79134 0.8988 0.8397 0.1733
H -0.23444 1.11753 -2.10411 0.7421 -0.1143 -0.0850
H 1.11211 -2.18979 -2.33334 -1.4432 0.6978 0.7093
H 0.23147 -0.63455 -2.48468 -0.0703 0.8456 -0.7232
H -0.67960 -1.97594 -1.76498 0.7267 -0.0441 -0.2971
H 3.06090 -6.03425 -0.63676 -0.2638 -0.2564 0.6232
H 1.99926 -6.71394 0.22092 -1.7167 -1.5631 -0.2131
O 2.71305 -6.13119 0.26849 1.9468 1.8676 -0.4308
H -1.07582 4.22907 2.56927 -2.0972 2.9477 1.3966
H -2.03106 5.24446 2.05931 -2.3823 1.6356 -4.9149
O -1.69880 5.04921 2.85412 4.4545 -4.5777 3.4605
H -3.63176 4.02952 -1.03376 -0.3039 0.8169 -1.0273
H -3.35941 3.20593 0.09704 1.1052 0.9017 -0.1377
O -2.89612 3.90103 -0.44560 -0.7662 -1.7867 1.2419
```
Positions in Å, forces in eV/Å.

Which charges does natural (NBO) predict for the atoms? In e, they are:
1. C -0.73
2. C 0.32
3. C 0.09
4. C -0.72
5. C -0.67
6. H 0.30
7. H 0.29
8. H 0.27
9. H 0.21
10. H 0.31
11. H 0.28
12. H 0.27
13. H 0.27
14. H 0.23
15. H 0.27
16. H 0.47
17. H 0.47
18. O -0.94
19. H 0.45
20. H 0.46
21. O -0.90
22. H 0.48
23. H 0.46
24. O -0.94

---

One molecule with the formula C2H4BrN in a non-equilibrium geometry. Source: OMol25; level of theory: ωB97M-V/def2-TZVPD.

The calculation puts the highest occupied orbital energy (spin up / spin down) at -5.625 / -10.056 eV. The value obtained for the relative energy (zero: lowest compared OMol25 entry of this formula, charge and spin) is 151.26 kJ/mol. The spin multiplicity is 3.

```
8
Properties=species:S:1:pos:R:3:forces:R:3
C -2.00113 -0.28046 -0.33449 -7.3888 1.6253 -7.8050
C 0.31868 -0.39122 -0.11842 -3.7972 3.5174 1.0682
N -1.16139 -0.41547 0.57165 7.6911 -1.8938 2.9547
Br -3.90172 -0.05312 0.00438 1.1268 0.2760 0.1587
H -1.83534 -0.22559 -1.49316 -0.2810 -0.6937 2.5173
H 0.69348 0.62262 0.08312 0.3898 -0.5463 -0.2795
H 0.09216 -0.55348 -1.16825 0.3788 -0.1363 0.1545
H 0.76198 -1.15035 0.37998 1.8807 -2.1487 1.2311
```
Positions in Å, forces in eV/Å.

Which charges does natural (NBO) predict for the atoms? In e, they are:
1. C -0.30
2. C -0.40
3. N -0.23
4. Br 0.06
5. H 0.24
6. H 0.22
7. H 0.21
8. H 0.21

---

C39H29BrClN6O8PPdS2 as an isolated structure. Source: OMol25; level of theory: ωB97M-V/def2-TZVPD.

The calculation puts the highest occupied orbital energy at -1.382 eV. As for the charge: -2.

```
88
Properties=species:S:1:pos:R:3:forces:R:3
Pd -0.65334 0.35272 1.29818 -0.5217 0.2380 -0.2785
Cl 1.22481 2.44249 1.29153 0.1291 0.2070 -0.0823
C 0.12549 3.75159 0.95021 0.0992 -0.0662 -0.0463
C 0.55476 5.01072 1.35031 -0.0170 0.0376 -0.0073
C -0.24519 6.11896 1.13595 0.0099 -0.0123 -0.0064
C -1.48510 5.95941 0.53595 0.0126 0.0054 -0.0199
C -1.90199 4.69534 0.15659 -0.0204 -0.0072 -0.0301
C -1.10988 3.55968 0.33056 0.0644 -0.0138 -0.1604
P -1.72336 1.85537 -0.07250 -0.3730 -0.1139 0.9167
C -3.43609 2.13675 0.63840 0.0700 0.0201 0.0399
C -3.54836 2.02713 2.02836 0.0427 -0.0126 0.0045
C -4.75190 2.25653 2.67282 -0.0393 0.0242 0.0158
C -5.88952 2.58416 1.94194 0.0279 -0.0006 -0.0025
C -5.80240 2.66600 0.56156 -0.0189 -0.0021 0.0163
C -4.58742 2.44573 -0.08074 -0.0373 -0.0312 -0.0952
C -2.20378 1.81825 -1.84173 0.2673 -0.0799 -0.0843
C -2.25703 0.53230 -2.37744 -0.0734 0.0012 0.0403
C -2.62647 0.33085 -3.69911 -0.0378 -0.0234 -0.0143
C -2.94027 1.41565 -4.50680 0.0279 0.0084 -0.0084
C -2.86485 2.70087 -3.98679 -0.0274 -0.0250 -0.0023
C -2.49603 2.90056 -2.66388 0.1023 0.0574 0.0002
H 1.51986 5.10413 1.82975 0.0080 0.0019 -0.0099
H 0.09997 7.09947 1.44132 -0.0029 0.0002 0.0079
H -2.12723 6.81472 0.36322 -0.0082 -0.0023 0.0159
H -2.88736 4.57901 -0.27667 -0.0088 0.0003 0.0139
H -2.67422 1.72212 2.59657 -0.0133 -0.0194 -0.0125
H -4.80518 2.16222 3.75148 -0.0001 0.0014 -0.0005
H -6.83360 2.76166 2.44427 -0.0054 -0.0163 -0.0007
H -6.68238 2.90357 -0.02622 -0.0005 -0.0008 -0.0018
H -4.55001 2.51064 -1.16134 0.0164 0.0121 0.0059
H -1.97481 -0.30430 -1.74546 0.0246 0.0028 -0.0098
H -2.64852 -0.67420 -4.10425 -0.0147 -0.0015 0.0036
H -3.21804 1.26252 -5.54345 -0.0024 -0.0003 -0.0004
H -3.07846 3.55540 -4.61839 0.0118 0.0056 0.0005
H -2.39020 3.90893 -2.28918 0.0228 0.0055 -0.0175
O 0.48425 4.00801 -2.50159 0.0133 0.0457 0.1009
C 0.97802 2.88179 -2.31981 0.1067 -0.0277 0.0145
O 0.56738 1.89881 -1.67419 0.0793 0.1060 -0.2123
C 2.34150 2.66150 -3.00863 -0.0276 0.0013 -0.0790
C 3.22101 3.72419 -3.17513 -0.0740 -0.0586 -0.0053
C 4.43218 3.50552 -3.80795 0.1811 0.1660 -0.0704
C 4.80425 2.28086 -4.32904 -0.1373 0.0149 0.0711
C 3.89477 1.25452 -4.16079 0.0958 -0.1794 -0.1216
C 2.68884 1.40825 -3.49801 0.0169 0.0390 0.0843
N 4.24156 -0.06554 -4.73610 -0.0580 0.1339 0.0682
O 5.34850 -0.19529 -5.23094 -0.0279 -0.0299 0.0029
O 3.40399 -0.94118 -4.69129 0.0566 0.0071 -0.0081
N 5.37410 4.63546 -3.97518 -0.1079 -0.1145 0.0278
O 6.42088 4.42161 -4.56249 -0.0213 0.0387 0.0207
O 5.05367 5.71557 -3.52278 0.0438 -0.0270 -0.0205
H 2.93724 4.70280 -2.81616 -0.0102 0.0075 -0.0258
H 5.73975 2.13676 -4.84155 0.0125 -0.0049 0.0077
H 2.01545 0.57607 -3.34787 -0.0066 0.0035 0.0039
N -1.51859 -0.75347 9.93467 -0.0005 -0.1026 0.0423
C -1.07276 -1.29619 8.71204 -0.0269 -0.0231 0.0037
C -1.98977 -1.62726 7.71432 -0.0015 -0.0073 0.0331
C -1.55347 -2.13575 6.50571 0.0145 -0.0529 -0.0464
C -0.19775 -2.34734 6.27965 -0.0948 0.2502 0.0125
C 0.71084 -2.05643 7.28193 0.0413 -0.0552 0.0273
C 0.27788 -1.54261 8.49712 -0.0077 -0.0030 -0.0219
S 0.33963 -2.78371 4.63469 0.2119 -0.4075 0.1216
O 1.79422 -2.79418 4.71187 -0.0355 0.0009 -0.0344
O -0.29489 -4.04676 4.32205 0.0658 0.0356 -0.0232
N -0.25595 -1.68303 3.70347 -0.2584 0.2345 -0.1073
C 0.04720 -0.37818 3.91554 0.0850 -0.1060 0.3450
S 1.58406 0.17199 4.61529 0.0565 -0.0161 -0.0008
C 0.95760 1.77288 4.71380 -0.0313 0.0367 0.0124
C -0.28960 1.80401 4.20201 -0.0276 0.0822 -0.0914
N -0.80782 0.61512 3.75406 0.0322 -0.2674 -0.1234
H -2.38988 -0.25319 9.84693 0.0160 0.0304 -0.0073
H -0.82291 -0.17852 10.38468 -0.0144 0.0262 -0.0086
H -3.04810 -1.46000 7.88407 0.0020 0.0294 -0.0139
H -2.25753 -2.35000 5.71129 0.0020 0.0259 -0.0087
H 1.76269 -2.22078 7.09076 0.0064 0.0488 -0.0229
H 0.99671 -1.30165 9.27326 0.0048 0.0052 -0.0020
H 1.53932 2.59811 5.08979 0.0036 0.0044 -0.0065
H -0.89870 2.69440 4.10895 0.0239 0.0093 -0.0283
Br -1.95359 -5.34436 1.58421 0.0355 0.0368 -0.0145
C -0.81166 -3.89779 1.12912 0.0008 -0.0644 -0.0093
C 0.55531 -3.98804 1.33645 -0.0380 -0.0100 0.0509
C 1.33148 -2.91184 0.95760 0.0649 0.1089 0.0292
C 0.72342 -1.80684 0.36688 0.0019 -0.1711 -0.0462
N -0.59623 -1.73617 0.17200 0.0491 -0.0651 -0.1872
C -1.35222 -2.75983 0.57377 -0.0137 0.0584 0.0267
H 0.98530 -4.86161 1.80432 -0.0029 0.0106 0.0335
H 2.40022 -2.91817 1.12465 -0.0035 0.0028 0.0172
H 1.30330 -0.97130 -0.01282 -0.0079 -0.0051 -0.0110
H -2.42186 -2.66015 0.42975 -0.0030 -0.0025 0.0109
```
Positions in Å, forces in eV/Å.

Which charges does Löwdin predict for the atoms? In e, they are:
1. Pd 0.20
2. Cl 0.72
3. C -0.62
4. C -0.12
5. C -0.10
6. C -0.09
7. C -0.09
8. C -0.33
9. P 1.00
10. C -0.33
11. C -0.10
12. C -0.10
13. C -0.12
14. C -0.11
15. C -0.10
16. C -0.37
17. C -0.10
18. C -0.10
19. C -0.12
20. C -0.10
21. C -0.10
22. H 0.09
23. H 0.09
24. H 0.09
25. H 0.09
26. H 0.06
27. H 0.09
28. H 0.08
29. H 0.09
30. H 0.09
31. H 0.08
32. H 0.09
33. H 0.09
34. H 0.09
35. H 0.09
36. O -0.01
37. C -0.65
38. O -0.08
39. C -0.07
40. C 0.07
41. C -0.12
42. C 0.06
43. C -0.12
44. C 0.08
45. N -0.35
46. O 0.05
47. O 0.08
48. N -0.35
49. O 0.05
50. O 0.07
51. H 0.13
52. H 0.12
53. H 0.13
54. N 0.07
55. C -0.34
56. C -0.04
57. C -0.05
58. C -0.29
59. C -0.08
60. C -0.05
61. S 0.50
62. O -0.38
63. O -0.36
64. N -0.15
65. C -0.72
66. S 0.99
67. C -0.47
68. C -0.32
69. N -0.03
70. H 0.07
71. H 0.07
72. H 0.10
73. H 0.12
74. H 0.10
75. H 0.10
76. H 0.05
77. H 0.10
78. Br 0.70
79. C -0.68
80. C -0.14
81. C -0.06
82. C -0.17
83. N -0.01
84. C -0.20
85. H 0.10
86. H 0.11
87. H 0.10
88. H 0.10